Record 1
The following is a quantum chemistry calculation of a 3-piece molecular cluster, C6H19NO2 overall, from the Open Molecules 2025 dataset.

```
! RIJCOSX wB97M-V def2-TZVPD def2/J DEFGRID3
* xyz 0 1
C 2.24220 1.15393 -0.59581
C 1.80081 0.96326 0.80435
N 0.36180 0.72489 0.95390
C -0.69252 1.65636 0.39345
C -1.81444 0.46065 0.09334
C -2.82839 0.74284 -1.06249
C -2.25614 0.14550 1.51631
H 1.72389 2.07522 -1.05289
H 1.90666 0.46382 -1.35536
H 3.33263 1.19294 -0.61072
H 2.40331 0.02748 1.17953
H 2.02689 1.79453 1.50697
H 0.15418 0.62969 1.98881
H -0.87764 2.33063 1.29555
H -0.57424 2.16486 -0.57854
H -1.30770 -0.51433 -0.21506
H -3.67505 0.01996 -1.13752
H -3.49686 1.70198 -0.87479
H -2.30772 0.60246 -2.04608
H -3.29951 0.04944 1.62923
H -2.20518 0.90420 2.26032
H -1.64705 -0.62089 1.91824
O 2.10735 -2.20670 0.52719
H 2.66431 -1.48136 0.88343
H 1.20340 -2.07528 1.03835
O 0.62887 -2.72287 -2.47924
H 1.10763 -2.74458 -1.59559
H -0.26353 -2.89362 -2.18969
*
```

SMILES: CCNCC(C)C.O.O
Energy above the lowest of the compared OMol25 structures with the same formula, charge and spin (eV): 3.295
Lowest unoccupied orbital energy (eV): 0.55
E (eV): -12112.3513
HOMO (eV): -8.57
Frontier orbital gap (Eh): 0.335
Molar mass (g mol⁻¹): 137.223



Record 2
The following is a quantum chemistry calculation of a 3-piece molecular cluster, C6H19NO2 overall, from the Open Molecules 2025 dataset.

```
! RIJCOSX wB97M-V def2-TZVPD def2/J DEFGRID3
* xyz 0 1
C 0.17923 2.62666 -0.47240
C -0.82274 1.53500 -0.82898
N -0.46415 0.15746 -0.40688
C -1.23820 -0.26206 0.77432
C -0.76839 0.46445 1.98604
C -0.49832 -0.66452 -1.61137
C -0.19594 -2.11565 -1.25790
H 0.98725 2.83170 -1.18254
H 0.68808 2.44118 0.47682
H -0.29187 3.60308 -0.40326
H -1.81203 1.78669 -0.39620
H -0.99252 1.71715 -1.90185
H -1.13765 -1.35027 0.89561
H -2.30583 -0.32372 0.42060
H -0.39701 1.47735 1.79398
H 0.08325 -0.06333 2.43855
H -1.44634 0.70364 2.80023
H 0.19577 -0.30343 -2.35905
H -1.45341 -0.80250 -2.15359
H 0.42365 -2.72049 -1.93691
H -1.12180 -2.62099 -0.97594
H 0.60018 -2.33701 -0.50156
O 2.58304 0.04597 0.01687
H 3.06760 0.60653 -0.61399
H 1.61970 0.04047 -0.03899
O 1.28591 -2.42909 2.01514
H 2.22551 -2.25494 2.08953
H 1.00701 -1.78935 1.33375
*
```

SMILES: CCN(CC)CC.O.O
Energy above the lowest of the compared OMol25 structures with the same formula, charge and spin (eV): 1.790
Lowest unoccupied orbital energy (eV): 0.84
E (eV): -12113.8566
HOMO (eV): -9.06
Frontier orbital gap (Eh): 0.364
Molar mass (g mol⁻¹): 137.223



Record 3
The following is a quantum chemistry calculation of a 4-piece molecular cluster, C6H19NO4 overall, from the Open Molecules 2025 dataset.

```
! RIJCOSX wB97M-V def2-TZVPD def2/J DEFGRID3
* xyz 0 1
C -2.08602 -1.17908 -0.55078
C -0.90417 -1.55426 -1.35081
N 0.38864 -0.93052 -0.86011
C 0.49709 -0.98494 0.72902
C 1.01807 -2.35653 1.14460
C 1.61183 0.07443 1.04215
C 0.99770 1.47884 1.26773
O -0.16948 1.70265 0.99472
H -2.53261 -0.17689 -0.57398
H -1.82667 -1.24832 0.57857
H -2.90865 -1.93536 -0.71648
H -0.93842 -1.09989 -2.34221
H -0.69456 -2.66311 -1.45416
H 1.19215 -1.32610 -1.32907
H -0.43161 -0.73966 1.21870
H 0.90287 -2.39775 2.20188
H 0.19888 -3.17102 1.25124
H 1.86049 -2.64916 0.65317
H 2.02603 -0.36746 1.90385
H 2.47541 0.00282 0.40924
H 1.57723 2.42701 1.55684
O -2.06280 -0.13978 2.17600
H -3.08342 -0.02040 2.15229
H -1.64183 0.79469 2.04230
O 2.19138 1.54298 -1.71378
H 2.13360 0.59362 -1.57569
H 1.52101 1.56033 -2.34951
O -0.85928 2.12141 -2.38934
H -1.39321 1.40135 -2.09820
H -0.76279 2.84009 -1.74036
*
```

SMILES: CCN[C@@H](C)CC=O.O.O.O
Energy above the lowest of the compared OMol25 structures with the same formula, charge and spin (eV): 4.183
Lowest unoccupied orbital energy (eV): 0.64
E (eV): -16207.2454
HOMO (eV): -8.57
Frontier orbital gap (Eh): 0.338
Molar mass (g mol⁻¹): 169.221